1.
Formula: C3H8N2O2
Source: the OMol25 dataset
Level of theory: wB97M-V/def2-TZVPD

Positions of all 15 atoms, in Å:
N  0.5875  0.6107  -2.3238
C  1.2898  -0.3497  -1.5425
O  2.1865  -1.0267  -1.9665
N  0.8431  -0.2728  -0.1918
C  -0.5303  -0.1998  0.3171
C  -0.4248  0.1024  1.8425
O  -1.6721  -0.1894  2.4296
H  -0.3958  0.8561  -2.0948
H  0.8040  0.3413  -3.3574
H  1.5876  -0.5326  0.4320
H  -1.0924  0.7235  -0.1181
H  -1.2090  -1.0360  0.2495
H  -0.0061  1.1052  2.0620
H  0.3928  -0.5655  2.2407
H  -2.3606  0.4333  2.0215

Atomic forces in eV per Å
0.7251 -1.8130 -2.5251
-2.5759 1.8528 0.9102
0.2663 0.1480 0.2844
0.3322 -0.6591 -1.1199
0.4993 3.1005 0.5757
1.1480 -0.6759 -0.7115
-1.1876 1.4837 -0.3769
1.3291 -0.4769 -0.3222
-1.0547 1.0174 2.4138
-0.3066 -0.4829 0.3305
0.9175 -1.4616 0.3727
0.3103 -0.7414 -0.5159
-0.6773 -0.1425 -0.2770
-1.2567 0.1562 0.0101
1.5308 -1.3053 0.9511

## Properties
E_HOMO ... -9.649 eV
Structure (SMILES) ... NC(=O)NCCO

2.
Formula: C3H8N2O2
Source: the OMol25 dataset
Level of theory: wB97M-V/def2-TZVPD

Positions of all 15 atoms, in Å:
C  2.0335  -0.5969  0.0774
C  0.8911  0.3494  -0.1987
O  1.1872  1.6643  -0.0642
N  -0.1144  -0.0657  -0.9345
C  -1.2019  0.0472  -0.0748
N  -2.0567  -1.0704  -0.0549
O  -1.8698  1.2802  -0.2395
H  2.9670  -0.0769  0.3029
H  2.2500  -1.1776  -0.8200
H  1.8174  -1.2767  0.8987
H  2.0386  1.7892  0.3754
H  -0.5278  0.2218  0.9965
H  -1.9174  -1.6622  -0.8629
H  -3.0358  -0.8622  0.0924
H  -2.4610  1.4364  0.5062

Atomic forces in eV per Å
0.6985 0.4533 0.2342
1.5443 -0.2543 -4.0624
-0.8854 -0.7779 0.6320
1.4760 -0.4018 0.7318
1.0992 1.8777 3.0416
-0.0623 -0.6099 0.0063
-0.5787 0.3703 -0.2364
0.0151 0.0648 0.2522
-0.4865 -0.0238 0.0198
-0.2455 -0.0520 -0.0386
-0.0742 -0.1247 0.1553
-2.8064 -0.6702 -0.6809
0.0325 0.1110 -0.0019
0.2162 0.1035 -0.0589
0.0572 -0.0661 0.0057

## Properties
E_HOMO ... -8.443 eV
Structure (SMILES) ... C/C(O)=N/[C@H](N)O

3.
Formula: C3H8N2O2
Source: the OMol25 dataset
Level of theory: wB97M-V/def2-TZVPD

Positions of all 15 atoms, in Å:
C  -1.5924  -0.3872  -1.7956
C  -0.3696  0.0475  -1.3840
N  -0.5965  0.8701  -0.3120
C  -1.9488  0.9263  -0.1694
N  -2.5793  0.1830  -1.0247
H  -1.8069  -0.8187  -2.7463
H  0.5429  0.0104  -1.9531
H  0.1749  1.0252  0.3344
H  -2.3764  1.5519  0.5978
O  1.8768  1.0578  1.0006
H  2.6951  1.3190  1.4348
H  1.9138  0.0887  1.0041
O  1.6039  -1.6573  1.7908
H  1.3176  -1.9006  0.8982
H  1.1449  -2.3162  2.3244

Atomic forces in eV per Å
0.0853 0.9582 -0.1905
-0.2869 -0.2715 -0.6500
0.5886 -0.4777 -0.4311
0.4770 0.1014 1.1338
-0.3552 -0.0603 -0.3597
-0.2275 -0.6634 -0.1784
0.3520 -0.1817 0.4658
-0.5654 0.9117 0.1045
-0.2142 -0.1757 0.0609
0.3126 -0.2555 -0.1362
-0.1149 0.1427 -0.0150
0.0158 0.2233 0.4044
-0.2387 -0.4492 -0.5027
0.0806 0.0052 0.0425
0.0909 0.1925 0.2516

## Properties
E_HOMO ... -8.690 eV
Structure (SMILES) ... c1c[nH]cn1.O.O

4.
Formula: C3H8N2OP2
Source: the OMol25 dataset
Level of theory: wB97M-V/def2-TZVPD

Positions of all 16 atoms, in Å:
C  2.3627  0.5761  0.2611
C  0.9790  0.0891  0.6760
C  0.3827  -0.7938  -0.4202
O  -0.8340  -1.5549  -0.0074
P  -2.2831  -1.0982  0.2985
P  -2.8452  1.4491  -0.0619
N  -2.5494  0.7523  1.2726
N  -2.5573  -0.0428  -0.9769
H  2.7388  1.1222  1.0383
H  3.0758  -0.1501  0.1657
H  2.2576  1.0220  -0.6689
H  0.2252  0.8034  0.8392
H  1.0855  -0.3526  1.6723
H  0.1258  -0.0794  -1.3606
H  0.9007  -1.5673  -0.9426
H  -3.0649  -0.1752  -1.7852

Atomic forces in eV per Å
-2.8652 -0.3809 0.1326
0.7694 -2.2691 -0.0252
-2.0107 1.2953 -2.1075
2.6102 0.5124 0.3924
-2.3904 1.7547 1.5874
-0.2412 -1.3160 -1.4288
1.5226 -2.1512 0.9395
0.4327 3.0742 0.6641
0.8872 2.3794 1.5725
1.4145 -2.6010 -0.4037
0.2993 1.6086 -1.5958
-0.5119 1.6709 0.0747
-0.2068 -0.7523 -0.3134
0.0808 -1.3437 2.2528
1.2262 -0.5112 0.4740
-1.0166 -0.9701 -2.2158

## Properties
E_HOMO ... -8.593 eV
Structure (SMILES) ... CCCO[P@]12=P(=N1)N2

5.
Formula: C3H8N2OS
Source: the OMol25 dataset
Level of theory: wB97M-V/def2-TZVPD

Positions of all 15 atoms, in Å:
C  -0.0476  -0.6026  -0.9961
C  -0.5094  -1.2813  -2.1890
C  -0.5974  0.3924  2.1250
N  1.3428  1.5767  0.8630
N  -0.6673  0.5568  -0.7190
O  0.8089  -1.1164  -0.2736
S  -0.2830  1.3516  0.5441
H  -0.5822  -2.3644  -1.9415
H  0.0091  -0.8360  -3.0287
H  -1.4672  -0.8548  -2.4972
H  0.1838  0.7854  2.7491
H  -0.1463  -0.6836  1.7701
H  -1.6445  0.1645  2.4644
H  1.7419  2.1977  0.1567
H  1.8584  0.7139  0.9728

Atomic forces in eV per Å
0.5229 -0.5477 1.6147
-1.6163 -0.1253 -0.9252
1.3301 -3.7768 -2.4983
0.0900 0.1306 -0.1689
-0.5282 0.0002 -1.1298
0.3565 0.0356 0.0725
-0.9377 1.8291 2.4144
0.5170 0.7355 -1.1268
1.1515 -1.0818 -0.4167
-0.5340 -0.4714 0.6240
-0.4760 0.3298 0.9406
-1.1125 2.3675 1.0068
1.1372 1.0872 -0.4119
-0.0526 -0.3353 0.3287
0.1521 -0.1773 -0.3242

## Properties
E_HOMO ... -9.027 eV

6.
Formula: C3H8N2OS
Source: the OMol25 dataset
Level of theory: wB97M-V/def2-TZVPD

Positions of all 15 atoms, in Å:
N  -0.1903  -0.0061  -1.8715
C  0.0015  0.3625  -0.5494
C  -0.2558  -0.8840  0.5036
S  2.7399  0.0516  0.1754
C  -1.4523  -0.0316  0.4121
N  -1.8180  0.9562  1.3681
O  -2.2818  -0.6155  -0.3619
H  -1.1127  -0.4417  -1.8871
H  2.5223  -0.2340  1.5111
H  -0.2018  0.7580  -2.5405
H  0.6123  1.1785  -0.1775
H  0.4561  -0.8514  1.3182
H  -0.2483  -1.7689  -0.1182
H  -2.4858  1.5573  0.8938
H  -2.2033  0.5581  2.2131

Atomic forces in eV per Å
-0.4394 1.6780 1.5448
4.0215 -2.3758 -1.4442
0.9301 2.9910 -0.6041
-0.7781 -0.0203 0.4454
-3.7301 -5.4315 2.2643
0.7991 0.4476 -1.6139
-0.2487 2.7371 0.0058
0.1133 -0.7437 -0.2424
0.0792 0.2613 -0.9581
0.4484 0.0168 0.1140
-0.4136 0.4883 -0.2449
-0.3160 0.2264 -0.0958
-0.3633 -0.0759 0.3793
-0.2252 -0.0635 0.4742
0.1228 -0.1359 -0.0243

## Properties
E_HOMO ... -8.013 eV

7.
Formula: C3H8N2OS
Source: the OMol25 dataset
Level of theory: wB97M-V/def2-TZVPD

Positions of all 15 atoms, in Å:
C  -2.3171  0.9507  -0.2882
C  0.6605  -1.7986  0.7329
C  -0.1550  0.5011  -0.6807
N  2.6737  0.6543  0.0744
N  2.4073  1.7891  0.1555
O  -1.1639  0.4769  0.3326
S  0.9751  -0.6778  -0.6169
H  -2.5254  0.2977  -1.2007
H  -2.1745  1.9442  -0.6346
H  -3.2032  0.7755  0.3933
H  1.2639  -1.4578  1.6057
H  0.8093  -2.8927  0.3898
H  -0.4058  -1.6574  1.0744
H  -0.5243  0.7355  -1.5765
H  3.6795  0.3592  0.2390

Atomic forces in eV per Å
-2.1169 -2.3203 -0.2801
-1.0899 -0.6222 1.0826
0.1515 -1.4644 4.9813
1.0613 0.4533 0.8063
-0.7177 -0.1602 -0.3677
1.4506 0.3845 -0.6121
0.7986 -0.7899 -1.6141
0.0388 0.7572 0.8461
-0.2749 1.1639 -0.0494
1.0902 0.6863 -0.6016
-0.1164 -0.7735 -0.6553
0.0525 1.9802 0.6798
1.0070 -0.2055 -0.5671
-0.8671 1.1344 -3.5602
-0.4675 -0.2237 -0.0885

## Properties
E_HOMO (spin up / spin down) ... -6.503 / -6.497 eV

8.
Formula: C3H8N2OS
Source: the OMol25 dataset
Level of theory: wB97M-V/def2-TZVPD

Positions of all 15 atoms, in Å:
N  -0.7659  1.6590  -1.3566
C  -0.0768  0.4349  -1.1879
O  0.6212  0.0274  -2.0700
C  -0.1782  -0.1075  0.2190
N  -1.3054  -0.9911  0.3756
C  1.2024  -0.6470  0.5801
S  1.8004  0.2291  2.1126
H  -1.6187  1.7776  -0.8420
H  -0.6174  2.1204  -2.2419
H  -0.5313  0.8337  0.8818
H  -2.0537  -0.7374  -0.3146
H  -0.9684  -1.9684  0.1871
H  2.0244  -0.3877  -0.1862
H  1.2032  -1.6937  0.7800
H  1.2642  -0.5493  3.0633

Atomic forces in eV per Å
0.6876 -1.3865 0.1797
-0.8961 2.7473 -0.2140
0.7119 -0.8806 -0.6250
-0.9882 2.8406 0.6630
-0.3030 -2.2228 -0.8600
1.1150 1.7494 0.6845
0.3220 -0.3252 -0.2491
-0.0460 0.4609 -0.0140
-0.4535 -0.1728 0.0056
1.5853 -1.8958 -1.2773
0.9467 -0.6454 0.9203
-0.9196 1.1668 -0.0422
-1.6582 -0.5607 1.0466
0.0282 -0.8004 -0.0400
-0.1321 -0.0748 -0.1781

## Properties
E_HOMO ... -8.935 eV
Structure (SMILES) ... NC(=O)[C@@H](N)CS

9.
Formula: C3H8N2OS
Source: the OMol25 dataset
Level of theory: wB97M-V/def2-TZVPD

Positions of all 15 atoms, in Å:
H  -3.0903  -0.1498  0.7842
N  -2.2449  0.6679  0.6028
C  -1.2335  0.4145  -0.0338
N  -0.4496  1.5082  -0.3267
S  -0.5774  -1.2089  -0.5660
C  0.6426  -1.0518  0.4834
C  1.6623  -0.0153  0.7789
O  2.1145  0.8630  -0.4532
H  0.5152  1.4131  -0.8001
H  -0.7762  2.4352  -0.1781
H  1.2156  -2.0166  0.4243
H  0.5823  -1.2752  1.5634
H  1.1212  0.8236  1.2405
H  2.5885  -0.2387  1.4034
H  2.5995  0.1299  -1.0590

Atomic forces in eV per Å
3.7636 2.6596 -0.8442
-6.9486 -2.4798 2.7326
1.5559 0.8471 -1.8837
2.8541 -1.1180 -1.9740
-3.6837 1.4009 -2.5764
6.7540 -3.7782 4.9868
1.0329 4.8342 -1.8352
2.0981 -4.9418 -0.6262
-2.1809 0.0253 1.0645
-0.6391 0.2024 0.3251
0.0115 0.3754 -1.0556
-1.9977 0.0537 0.3877
0.3631 -0.4827 0.5245
-1.4124 -0.3943 -1.0181
-1.5707 2.7963 1.7922

## Properties
E_HOMO ... -8.845 eV
Structure (SMILES) ... [H]/N=C(/N)SCCO

10.
Formula: C3H8N2OS
Source: the OMol25 dataset
Level of theory: wB97M-V/def2-TZVPD

Positions of all 15 atoms, in Å:
H  -2.8411  0.2948  -0.0844
N  -2.7670  1.2539  -0.3368
C  -1.8614  1.7941  0.3234
N  -1.0664  1.2253  1.3188
S  -0.9367  -0.4771  1.4216
C  0.0878  -0.9356  0.0098
O  1.3780  -0.7410  0.3756
C  2.3227  -1.1196  -0.6707
H  -1.6611  2.8795  0.2717
H  -0.1445  1.6489  1.3473
H  -0.1761  -1.9844  -0.2483
H  -0.1420  -0.3572  -0.9281
H  2.3787  -2.2274  -0.8051
H  3.3596  -0.6952  -0.4140
H  2.0693  -0.5591  -1.5810

Atomic forces in eV per Å
-0.1318 -1.2557 0.1112
-0.6960 0.8297 -0.8515
0.3831 1.1638 0.7113
1.0717 -0.6389 -0.2046
-0.5290 0.0071 -0.0767
-1.6618 0.0589 -1.2439
2.9463 -0.3868 -0.4226
0.9323 1.0265 0.7729
-0.1141 -0.4276 -0.3188
-0.1862 0.1378 0.3433
0.2195 0.1912 0.3845
-0.2182 -0.1584 0.8037
-0.1833 0.8985 -0.0116
-1.5983 -0.8788 0.1208
-0.2343 -0.5675 -0.1181

## Properties
E_HOMO ... -9.600 eV
Structure (SMILES) ... [H]/N=C\NSCOC

11.
Formula: C3H8N2OS
Source: the OMol25 dataset
Level of theory: wB97M-V/def2-TZVPD

Positions of all 15 atoms, in Å:
N  -0.0762  -0.4116  -1.8873
C  1.1583  -0.2001  -1.3083
O  2.1469  -0.7007  -1.8332
N  1.3272  0.4484  -0.1011
C  0.1835  0.7988  0.7563
C  -0.6135  -0.4436  1.2085
S  -2.1793  0.1321  1.9819
H  -0.0034  -0.9066  -2.7414
H  -0.8157  0.2194  -1.6077
H  2.2088  0.1603  0.2769
H  -0.4126  1.4379  0.0995
H  0.5376  1.3199  1.6407
H  -0.0764  -0.7716  2.1105
H  -0.4242  -1.2693  0.5317
H  -2.9612  0.1868  0.8729

Atomic forces in eV per Å
0.3826 1.4110 2.1679
1.2198 -1.1830 -0.4379
-0.0825 0.0843 -0.0808
-1.2099 0.0661 -0.1819
0.4243 -0.7840 -1.3116
1.2437 1.1004 1.7591
-0.1112 -0.8341 -1.0457
-0.3622 0.0013 -0.7991
-0.1862 -0.4694 -0.6846
0.2292 0.1331 0.3411
-0.2894 0.2744 0.6192
-0.0895 0.3910 -0.2367
-0.1323 -0.1168 -0.0606
-1.3182 -0.1136 -0.3730
0.2819 0.0395 0.3245

## Properties
E_HOMO ... -9.386 eV
Structure (SMILES) ... NC(=O)NCCS

12.
Formula: C3H8N2OS
Source: the OMol25 dataset
Level of theory: wB97M-V/def2-TZVPD

Positions of all 15 atoms, in Å:
C  -0.8628  -1.4971  -0.7023
C  -1.0796  -0.0044  -0.9510
C  -2.2929  -0.9428  -0.8758
N  3.3462  0.9516  -0.2070
N  2.2975  1.4635  0.3979
O  3.3546  -1.4257  0.8916
S  3.9552  -0.4658  -0.0486
H  -0.2596  -2.0867  -1.3912
H  -0.6533  -1.7918  0.3065
H  -0.8678  0.3566  -1.9300
H  -0.8118  0.6576  -0.1863
H  -2.9036  -0.8560  -0.0375
H  -2.8761  -1.2722  -1.7797
H  1.9876  2.3272  0.0188
H  1.5622  0.8916  0.7541

Atomic forces in eV per Å
-0.5882 0.8906 0.1787
-0.7801 -2.2240 -0.9173
1.6071 -0.6508 -2.2003
-2.0565 5.0198 -0.3510
0.1598 -0.3058 0.0984
-1.2757 -0.2353 1.2642
3.5878 -4.4666 -1.1357
-0.7911 0.1120 -0.3241
0.2368 0.1228 0.4602
0.3469 0.1511 -0.5661
-0.2004 0.9112 1.1420
-0.7193 -0.1423 1.4666
0.9125 0.8557 0.7811
-0.0511 0.7639 -0.2605
-0.3886 -0.8024 0.3638

## Properties
E_HOMO (spin up / spin down) ... -6.633 / -10.546 eV
Spin multiplicity ... 3
Expectation value of S² ... 2.0077

Table of E_tot (eV), in record order: -10315.5232, -10312.9364, -10315.6996, -26844.3495, -19101.8335, -19098.9553, -19097.7857, -19103.2270, -19100.3079, -19102.1323, -19103.8622, -19098.2477